[1]
9 unconnected molecules or ions with the total composition C25H37F5N2O17. Source: the OMol25 dataset; level of theory: ωB97M-V/def2-TZVPD.

Computed properties:
SMILES: O=C1OC[C@@H](F)O1.O=C1OC[C@@H](F)O1.O=C1OC[C@@H](F)O1.O=C1OC[C@@H](F)O1.O=C1OC[C@@H](F)O1.CCCC#N.CCCC#N.CO.CO
ΔE to the lowest compared entry with this formula, charge and spin, eV: 0.076
E_LUMO, Ha: 0.015
Kohn-Sham gap, eV: 10.34

Positions of all 86 atoms, in Å:
1 N -13.186 -10.970 -16.430
2 O -9.279 -9.396 -16.666
3 H -10.996 -13.254 -10.268
4 H -13.641 -14.345 -9.900
5 H -17.351 -11.521 -12.897
6 H -14.397 -8.557 -19.910
7 O -16.261 -8.737 -13.249
8 F -14.244 -14.636 -15.585
9 H -8.485 -12.330 -17.604
10 H -9.036 -8.515 -13.950
11 C -11.827 -14.209 -8.594
12 F -14.779 -11.094 -14.053
13 H -17.538 -7.459 -9.628
14 C -11.604 -15.301 -13.811
15 O -8.817 -10.431 -18.593
16 H -17.151 -14.089 -13.661
17 O -16.291 -13.944 -9.536
18 C -11.873 -10.778 -13.418
19 O -17.024 -12.391 -11.033
20 C -13.286 -8.939 -18.028
21 H -11.974 -15.207 -8.160
22 O -16.849 -7.420 -11.552
23 H -18.468 -6.392 -10.793
24 F -7.869 -10.845 -15.770
25 C -10.861 -14.233 -9.726
26 H -12.109 -14.247 -16.590
27 C -14.071 -10.366 -13.135
28 O -12.883 -11.215 -12.698
29 N -13.918 -11.534 -9.967
30 H -15.755 -7.557 -18.160
31 H -8.615 -6.744 -13.577
32 H -9.949 -11.023 -15.606
33 H -15.709 -12.992 -13.392
34 H -11.057 -15.063 -10.369
35 H -13.995 -13.977 -8.225
36 C -9.189 -11.464 -17.651
37 O -11.045 -14.784 -14.962
38 H -8.569 -7.415 -15.269
39 O -16.619 -9.668 -9.572
40 C -14.496 -9.113 -18.923
41 C -16.546 -13.540 -12.957
42 C -13.250 -13.774 -9.000
43 H -11.444 -13.561 -7.806
44 O -9.173 -8.183 -18.448
45 H -16.128 -8.517 -8.042
46 H -10.170 -11.791 -17.953
47 H -12.338 -8.833 -18.512
48 C -15.768 -8.681 -18.239
49 C -9.109 -9.278 -18.000
50 C -17.031 -8.446 -12.374
51 C -9.073 -7.454 -14.279
52 C -13.557 -12.468 -9.415
53 O -10.440 -7.092 -14.533
54 C -18.886 -8.577 -10.977
55 O -12.888 -14.805 -13.688
56 H -9.848 -14.287 -9.433
57 H -16.168 -10.512 -9.708
58 C -9.119 -10.746 -16.267
59 C -13.232 -13.983 -14.793
60 C -11.940 -13.885 -15.573
61 O -18.197 -9.116 -12.111
62 H -16.655 -8.964 -18.753
63 F -18.781 -12.829 -12.441
64 H -18.983 -9.321 -10.206
65 H -14.629 -10.137 -19.142
66 H -15.901 -9.035 -17.214
67 C -13.448 -9.114 -13.650
68 H -13.877 -8.712 -14.546
69 H -15.399 -8.040 -9.623
70 O -10.857 -11.383 -13.634
71 C -13.216 -9.988 -17.059
72 H -11.527 -12.917 -15.560
73 H -13.412 -8.399 -12.898
74 H -14.819 -9.428 -8.586
75 H -13.352 -7.971 -17.540
76 F -20.115 -8.285 -11.430
77 C -16.484 -13.580 -10.642
78 O -12.079 -9.504 -13.832
79 O -11.095 -15.980 -12.973
80 C -15.640 -8.859 -8.943
81 H -10.675 -7.383 -15.429
82 O -16.145 -14.271 -11.760
83 H -14.708 -10.328 -12.312
84 C -17.461 -12.457 -12.395
85 C -17.981 -7.413 -10.613
86 H -13.796 -13.116 -14.412

---

[2]
A molecular structure, C25H37FeO2. Source: the OMol25 dataset; level of theory: ωB97M-V/def2-TZVPD.

Computed properties:
2S+1: 5
Charge: -1
E_LUMO (alpha / beta), Ha: 0.089 / 0.088
Kohn-Sham gap (alpha / beta), eV: 2.18 / 5.27

Positions of all 65 atoms, in Å:
1 H -1.769 -0.227 -2.531
2 H 1.880 -0.550 -2.129
3 C 1.489 -1.453 -8.060
4 C 1.377 -0.944 -1.253
5 C 1.191 -1.598 1.038
6 C -0.971 0.997 -0.792
7 H -1.468 1.400 4.027
8 C 0.063 2.977 -4.249
9 C -0.042 -0.713 3.188
10 H -1.537 0.991 5.758
11 H 2.269 3.228 -4.476
12 H 0.975 1.046 5.960
13 H -2.973 -1.749 -0.657
14 H -0.853 1.535 1.397
15 C 0.197 0.699 -8.473
16 C 0.550 -2.152 -1.216
17 O 0.005 -0.223 -6.486
18 H -1.379 1.376 -4.945
19 C 0.097 1.146 -7.024
20 H 0.202 -2.708 -2.086
21 H -1.218 1.593 -3.201
22 C -0.224 -1.402 5.596
23 C -1.647 -0.108 -1.462
24 O 1.730 1.210 -4.276
25 H -1.936 -0.983 -8.075
26 H 0.415 0.087 -3.076
27 C 1.638 -0.526 0.069
28 C 0.180 -0.718 -7.848
29 H -1.107 -2.019 5.404
30 H -2.445 -0.642 1.778
31 C -0.160 -0.236 4.607
32 H -0.282 -1.039 6.632
33 H 1.148 1.470 4.237
34 H 1.982 0.049 4.883
35 C -2.299 -0.911 -0.458
36 H -0.090 -3.434 0.528
37 C 1.528 2.613 -3.943
38 C 0.447 0.588 -4.063
39 H 0.664 -2.035 5.510
40 C -1.448 0.576 4.746
41 H -0.955 -1.793 -9.325
42 H 1.146 1.003 -8.929
43 H 1.691 2.746 -2.850
44 H -0.309 3.720 -3.528
45 H 1.569 -1.721 -9.124
46 H -0.043 3.395 -5.259
47 H 1.017 1.631 -6.660
48 H -0.465 1.837 -1.254
49 H 2.001 -2.074 1.592
50 C 1.058 0.637 4.945
51 H -0.676 0.974 -9.067
52 H 1.518 -2.374 -7.465
53 C -0.676 1.617 -4.143
54 C -1.197 0.848 0.632
55 H 0.357 -0.232 -4.796
56 C 0.388 -2.533 0.147
57 H -2.319 -0.060 4.551
58 C -2.033 -0.322 0.826
59 Fe -0.298 -0.745 -0.141
60 C 0.259 -0.999 2.020
61 H 2.242 0.333 0.363
62 C -1.014 -1.544 -8.259
63 H -1.018 -2.470 -7.674
64 H 2.352 -0.823 -7.823
65 H -0.793 1.749 -6.791

---

[3]
A molecular structure, C25H37MoO2. Source: the OMol25 dataset; level of theory: ωB97M-V/def2-TZVPD.

Computed properties:
ΔE to the lowest compared entry with this formula, charge and spin, eV: 6.186
2S+1: 3
Charge: +1
E_LUMO (alpha / beta), Ha: -0.125 / -0.130
Kohn-Sham gap (alpha / beta), eV: 6.38 / 6.25

Positions of all 65 atoms, in Å:
1 C -1.747 2.168 5.494
2 C -2.171 1.107 -0.347
3 H 0.859 -3.208 -0.374
4 C -1.815 2.422 1.497
5 O 3.037 -0.892 -5.484
6 H -1.017 3.055 -0.422
7 H 2.075 0.723 3.065
8 C 1.308 -0.056 2.846
9 H 1.151 -3.422 -2.120
10 C 3.942 -0.261 -6.464
11 C -0.077 0.030 3.417
12 H -2.182 4.100 4.653
13 C -0.842 1.524 6.570
14 C -3.211 1.749 5.681
15 C -1.556 2.309 0.144
16 C -2.517 1.139 1.930
17 H -2.224 0.829 -1.400
18 C 2.405 -1.989 -6.215
19 H 2.084 -2.199 -1.206
20 C 1.098 -2.676 -1.311
21 H 1.795 0.518 -1.895
22 H -1.371 3.122 2.243
23 H 2.113 -1.337 1.280
24 H -1.859 -1.327 3.210
25 H 2.792 -0.215 -8.298
26 H -0.284 0.646 4.475
27 H 4.480 -0.773 -8.546
28 C -0.017 -1.754 1.970
29 C -2.711 0.380 0.738
30 O 0.275 -0.466 -0.830
31 H 3.999 -2.873 -7.375
32 H -1.882 4.078 6.396
33 H -3.315 0.669 5.673
34 C 1.288 -1.066 1.930
35 H -0.944 0.442 6.594
36 C -0.798 -1.189 2.937
37 H -0.532 3.938 5.263
38 H -2.932 0.857 2.928
39 H -1.158 1.916 7.539
40 H 2.488 -2.648 -8.318
41 C -1.569 3.680 5.438
42 C -0.783 1.189 2.977
43 H -0.300 -2.638 1.418
44 H -3.270 -0.564 0.691
45 H 5.001 -0.506 -6.200
46 H -1.589 -2.423 -0.452
47 C 0.725 0.313 -2.029
48 H 1.176 -1.238 -3.531
49 H 0.202 1.786 6.420
50 H -3.536 2.132 6.645
51 H 2.407 -2.880 -5.553
52 H 1.334 -1.722 -6.405
53 H 3.824 0.836 -6.381
54 C 3.129 -2.223 -7.552
55 C 0.360 -0.841 -2.943
56 H -0.537 -0.649 -3.529
57 C 3.627 -0.795 -7.875
58 H -3.825 2.173 4.899
59 C 0.042 -1.644 -1.646
60 H -1.459 -3.105 -2.096
61 Mo -0.363 0.439 1.132
62 H -2.099 -1.453 -1.869
63 C -1.360 -2.180 -1.506
64 C -1.312 1.697 4.200
65 H 0.147 1.247 -2.122

---

[4]
A molecular structure, C25H37N4O8P2STi. Source: the OMol25 dataset; level of theory: ωB97M-V/def2-TZVPD.

Computed properties:
ΔE to the lowest compared entry with this formula, charge and spin, eV: 0.200
Charge: +1
E_LUMO, Ha: -0.126
Kohn-Sham gap, eV: 7.68

Positions of all 78 atoms, in Å:
1 C 0.114 -3.832 -2.236
2 H -5.360 1.772 -1.658
3 H 4.504 -2.823 4.647
4 H -3.285 1.981 4.351
5 H -4.751 -0.155 -0.487
6 H 4.946 -0.571 5.550
7 H 0.457 0.603 4.374
8 H -0.941 0.856 -5.923
9 C 2.721 -0.988 2.435
10 H -0.907 -0.449 -4.728
11 O -0.319 -0.964 3.365
12 N -2.166 1.747 -0.613
13 H -2.706 -1.526 4.222
14 O -0.038 2.232 1.513
15 H 1.206 3.264 -4.059
16 C 0.289 -3.002 -3.495
17 C -4.362 2.149 -1.485
18 H -3.301 -0.300 0.376
19 H 2.543 -4.337 -2.245
20 H 3.368 -5.760 -0.333
21 C -2.690 3.849 -1.644
22 C 2.362 -4.072 -1.203
23 H 0.543 3.698 3.959
24 O 0.029 1.448 4.618
25 C 4.076 -1.955 4.166
26 N 1.698 -2.297 0.676
27 C 3.281 -2.108 3.044
28 C 0.293 1.076 -2.782
29 C 2.971 0.285 2.942
30 H -4.707 4.035 -2.399
31 N -3.773 0.073 -0.433
32 O -2.212 3.396 2.082
33 H 2.156 -5.023 0.718
34 C 0.743 -2.516 -0.271
35 H -1.819 1.030 -4.397
36 H 2.541 1.150 2.455
37 C 2.381 -5.299 -0.310
38 C -3.424 1.333 -0.820
39 P -1.516 -0.138 3.101
40 H -0.560 3.255 -4.157
41 N 1.046 -3.412 -1.185
42 O -2.864 -0.729 3.696
43 H 3.977 1.419 4.451
44 H 0.409 2.945 -5.605
45 H -2.371 1.256 5.675
46 H 3.119 -3.348 -0.908
47 H 0.127 -1.947 -3.266
48 S -0.831 -1.788 -0.288
49 H -0.799 3.276 -0.837
50 C -1.206 1.507 3.903
51 H 1.655 -6.043 -0.638
52 C 1.603 0.624 -4.809
53 H -0.903 -3.746 -1.863
54 C 3.773 0.432 4.061
55 H 0.307 -4.892 -2.411
56 H 2.499 1.094 -4.403
57 H -2.352 4.829 -1.944
58 H 1.638 -0.440 -4.569
59 C 0.349 2.782 -4.528
60 C -1.826 2.990 -1.019
61 H 3.079 -3.090 2.642
62 H -2.593 4.112 2.609
63 H -0.439 -3.307 -4.247
64 C 1.834 -1.164 1.275
65 O -0.202 3.965 3.398
66 C 4.322 -0.688 4.674
67 O -1.864 0.251 1.648
68 P -0.879 2.768 2.634
69 Ti -0.400 0.564 0.318
70 C -2.314 1.959 4.846
71 O 1.203 -0.076 0.897
72 H 1.284 -3.116 -3.926
73 C 0.271 0.907 -1.577
74 H 1.619 0.733 -5.894
75 C -3.993 3.400 -1.892
76 C 0.337 1.275 -4.236
77 H -2.091 2.945 5.257
78 C -0.912 0.635 -4.855

---

[5]
A single C25H37N5O5S molecule. Source: the OMol25 dataset; level of theory: ωB97M-V/def2-TZVPD.

Computed properties:
SMILES: CCCCn1c(N)c(N(CC(C)C)C(=O)c2cccc(S(=O)(=O)N3CCCCCC3)c2)c(=O)[nH]c1=O
ΔE to the lowest compared entry with this formula, charge and spin, eV: 0.133
E_LUMO, Ha: 0.015
Kohn-Sham gap, eV: 9.02

Positions of all 73 atoms, in Å:
1 H 4.008 -2.724 -1.742
2 C 0.196 3.389 -0.747
3 C -5.735 -3.557 1.327
4 H 5.673 0.134 1.517
5 H -1.308 4.941 -0.619
6 H 5.333 -1.306 -3.362
7 H -0.155 2.891 0.162
8 H -3.832 -2.379 -0.704
9 C 0.548 0.741 2.893
10 C -0.417 -0.255 2.858
11 O -1.515 -3.279 1.942
12 H 3.603 -0.920 1.418
13 H -4.727 -1.838 2.117
14 H 4.622 -2.163 0.678
15 H -5.342 -0.297 0.238
16 H 7.239 -1.242 0.456
17 C 1.429 0.907 1.834
18 H 2.151 1.708 1.812
19 H 6.243 -2.506 -1.227
20 C 3.876 -1.641 -1.848
21 H -2.355 3.320 -2.026
22 N -2.569 -1.637 0.772
23 H -5.138 -4.258 1.904
24 C 6.388 -1.457 -1.495
25 H -6.762 -1.033 0.972
26 H 5.012 0.767 0.018
27 C 5.184 -1.003 -2.323
28 H -6.668 -3.383 1.858
29 O 1.475 -0.058 -1.816
30 H 7.287 -1.411 -2.113
31 H 0.235 5.365 0.114
32 H -3.324 -3.517 0.572
33 H -3.756 2.510 2.015
34 H -0.085 3.209 -2.871
35 N -3.331 1.912 1.316
36 H -1.133 -0.353 3.659
37 S 2.360 0.186 -0.701
38 C -1.583 -2.130 1.566
39 H -2.103 1.758 -2.835
40 C -2.677 -0.230 0.568
41 H -5.968 -4.008 0.364
42 H -1.525 -1.354 -1.335
43 C -5.863 -1.238 0.396
44 H 5.087 0.083 -2.302
45 H 1.286 3.324 -0.747
46 C -0.493 -1.110 1.765
47 C -2.950 2.530 0.159
48 C -4.982 -2.243 1.134
49 H -0.863 0.000 -2.091
50 H -6.161 -1.635 -0.574
51 C -0.230 4.852 -0.725
52 C 1.368 0.023 0.774
53 N -2.305 1.715 -0.763
54 H 0.245 1.695 -2.044
55 C 4.241 -1.146 0.558
56 H 7.247 0.242 -0.485
57 N -1.646 -0.382 -1.579
58 H 0.439 -1.665 -0.101
59 O -3.541 0.169 2.743
60 C 6.646 -0.632 -0.229
61 H 0.076 5.351 -1.641
62 C -1.822 2.368 -1.974
63 C -3.670 -2.500 0.372
64 C 0.437 -0.992 0.742
65 C -3.217 0.561 1.641
66 C -2.184 0.363 -0.573
67 N 3.365 -1.134 -0.594
68 H 3.085 -1.457 -2.576
69 C -0.311 2.630 -1.974
70 O -3.165 3.702 -0.041
71 H 0.595 1.410 3.739
72 C 5.391 -0.135 0.497
73 O 3.040 1.452 -0.692

---

[6]
3 unconnected molecules or ions with the total composition C25H38ClNO12P2S2. Source: the OMol25 dataset; level of theory: ωB97M-V/def2-TZVPD.

Computed properties:
SMILES: CCOCCOc1c2c(c(P(N)O)c(S)c1P(=O)(O)O)C(=O)C(CCCS)=C(Cl)C2=O.CCOC(C)=O.CCOC(C)=O
E_LUMO, Ha: -0.055
Kohn-Sham gap, eV: 6.50

Positions of all 81 atoms, in Å:
1 H -5.818 1.917 -2.616
2 H 0.374 0.446 5.615
3 H 4.069 2.905 -0.386
4 H 4.196 -2.455 -0.230
5 C -0.486 2.154 6.570
6 C 2.829 2.353 -4.878
7 C -0.448 -0.090 -1.174
8 C -4.986 1.775 -1.870
9 O -1.501 -0.029 6.219
10 O 2.709 -3.964 1.987
11 H 4.507 -1.217 1.122
12 C 3.995 -1.419 0.145
13 H 4.522 0.900 0.786
14 H -0.188 1.856 7.577
15 H 5.836 0.935 -0.501
16 C 5.329 2.472 -6.342
17 H -4.343 0.933 4.884
18 H 2.152 -1.554 1.438
19 H -3.780 1.875 6.281
20 O 1.658 -2.030 -0.551
21 H -3.037 2.877 -1.525
22 H -4.588 3.870 -1.436
23 O -3.861 0.059 0.785
24 O -3.505 -0.954 6.366
25 C 0.434 -2.257 0.060
26 C -4.288 0.409 -2.232
27 C -2.977 0.118 -1.458
28 O 1.272 -6.044 1.768
29 C 2.948 0.855 -4.690
30 N -4.379 -1.597 3.052
31 C 0.219 -3.422 0.945
32 C 5.113 3.238 -5.061
33 H -0.872 1.198 4.648
34 C 2.444 -1.246 0.393
35 C -1.967 -1.455 0.403
36 H -0.488 -5.034 3.588
37 O -5.032 -3.048 0.841
38 C -2.199 -2.597 1.281
39 H 4.411 2.245 -6.879
40 H 0.252 2.856 6.178
41 H 4.489 2.228 -2.036
42 O 2.248 -4.860 -0.393
43 H -5.035 -0.416 -2.052
44 C -0.597 0.939 5.672
45 Cl -1.451 0.817 -3.654
46 C 4.737 0.799 -0.308
47 O 3.981 3.032 -4.363
48 H -5.487 1.736 -0.867
49 H 2.642 2.632 -5.917
50 C -1.104 -3.567 1.548
51 H 3.112 0.616 -3.638
52 H -2.826 1.783 4.779
53 H -1.441 2.673 6.663
54 C -3.051 -0.388 0.026
55 C -3.467 1.229 5.460
56 H 1.547 -5.227 -0.962
57 O 4.364 -0.463 -0.873
58 C -0.627 -1.305 -0.209
59 S -3.855 3.644 -3.721
60 O 5.965 3.965 -4.622
61 H -5.401 -1.581 2.945
62 H -3.332 2.621 -4.465
63 C -4.054 3.041 -1.971
64 O 0.574 0.525 -1.287
65 H 2.236 -0.143 0.335
66 H 3.795 0.445 -5.244
67 H 2.039 0.352 -5.027
68 C -2.829 -0.015 6.023
69 P -3.860 -2.945 2.081
70 H -4.206 -1.742 4.051
71 H -5.430 -3.921 1.008
72 H 5.865 1.549 -6.122
73 H 2.924 1.771 -1.202
74 H 0.753 -6.594 1.154
75 H 5.932 3.086 -7.010
76 H 1.979 2.721 -4.302
77 S -1.478 -4.967 2.639
78 C 4.008 2.002 -1.046
79 C -1.736 0.263 -1.991
80 H -4.109 0.397 -3.342
81 P 1.658 -4.569 1.141

---

What are the total energy values for these records? In order: -2862.747089 -2388.612810 -1192.799944 -3726.306161 -2023.091331 -3872.313180 Ha.
What are the max |F| values for these records? In order: 3.24 4.39 7.65 0.66 1.07 2.67 eV Å⁻¹.